An isolated molecule of C3H4O3 at a distorted geometry, computed with wB97M-V/def2-TZVPD.

Orbital gap   0.428 Ha
LUMO energy   0.8 eV
Energy above the lowest of the compared OMol25 structures with the same formula, charge and spin   23.3 kcal/mol
Charge   0

Geometry as XYZ:
```
10
Properties=species:S:1:pos:R:3:forces:R:3:lowdin_charge:R:1
C -1.017281 -0.133445 -0.700187 0.0 -0.9 -1.0 0.017
C 0.422746 0.131039 -0.798482 0.5 0.8 0.1 -0.512
O 1.005763 0.673575 -1.682798 -0.1 -0.3 0.6 0.166
O 1.148153 -0.518306 0.236075 0.4 0.6 0.0 0.071
C 0.832367 0.059444 1.414080 -0.2 0.4 0.5 -0.305
O -0.090384 0.812324 1.580653 0.7 -0.2 0.3 0.080
H -0.842362 -0.934729 -1.466520 -1.8 0.2 -0.1 0.129
H -1.647217 0.725099 -0.971020 0.3 -0.6 -0.4 0.116
H -1.376321 -0.608800 0.209023 0.3 0.2 -0.1 0.090
H 1.564536 -0.206201 2.179176 0.0 -0.3 0.1 0.150
```
Positions in Å, forces in eV/Å.